[1]
{
  "formula": "C31H55F3N2O12",
  "method": "the ωB97M-V functional and the def2-TZVPD basis",
  "gap_ev": 10.47,
  "energy_ha": -2526.18474,
  "multiplicity": 1,
  "elements": ["F", "F", "F", "O", "O", "O", "O", "O", "O", "O", "O", "O", "O", "O", "O", "N", "N", "C", "C", "C", "C", "C", "C", "C", "C", "C", "C", "C", "C", "C", "C", "C", "C", "C", "C", "C", "C", "C", "C", "C", "C", "C", "C", "C", "C", "C", "C", "C", "H", "H", "H", "H", "H", "H", "H", "H", "H", "H", "H", "H", "H", "H", "H", "H", "H", "H", "H", "H", "H", "H", "H", "H", "H", "H", "H", "H", "H", "H", "H", "H", "H", "H", "H", "H", "H", "H", "H", "H", "H", "H", "H", "H", "H", "H", "H", "H", "H", "H", "H", "H", "H", "H", "H"],
  "xyz": [[-6.99, -1.90, -3.25], [-6.47, -3.74, -2.21], [-5.79, -3.40, -4.24], [-8.50, -8.46, -2.96], [8.36, 0.07, 2.76], [-8.88, 3.04, -2.91], [-7.68, 2.18, -1.28], [4.09, -0.06, -2.24], [10.23, 2.57, 8.70], [5.16, 1.40, -1.00], [-4.06, -3.14, -1.76], [-10.42, -9.15, -2.15], [-2.75, -0.30, -2.44], [9.38, 1.54, 4.03], [8.71, 4.09, 8.28], [-3.87, -0.18, -5.57], [-3.93, 1.97, -0.17], [-0.76, -0.02, -3.80], [-7.37, -6.31, -3.30], [-11.17, 2.83, -3.73], [-9.70, 2.90, -4.07], [-4.70, -2.15, -2.56], [9.92, 3.73, 8.75], [-9.83, -8.35, -2.84], [-6.01, -2.80, -3.04], [-10.55, -7.20, -3.51], [-7.73, -7.67, -3.87], [8.17, 5.40, 8.43], [9.98, 1.92, 5.28], [-4.00, 0.29, -2.18], [-9.06, 0.63, -2.41], [-4.27, 0.40, -4.66], [-4.62, 1.03, -3.40], [5.14, -0.97, -0.31], [-1.67, 0.60, -2.74], [4.74, 0.15, -1.25], [-3.90, 1.24, -1.05], [-4.91, -0.88, -1.72], [0.71, -0.17, -3.39], [7.27, 1.49, 0.24], [9.37, -0.84, 4.71], [8.64, 6.34, 7.34], [5.79, 1.78, 0.23], [10.87, 4.78, 9.26], [-8.47, 1.99, -2.16], [11.47, 1.67, 5.29], [0.94, -0.90, -2.06], [8.98, 0.28, 3.77], [-4.25, 2.06, -3.42], [9.53, -0.53, 5.74], [-6.83, -6.44, -2.36], [8.17, 7.32, 7.45], [-6.74, -5.76, -3.99], [-4.68, -1.09, -0.68], [-5.70, 1.11, -3.30], [5.62, 2.86, 0.30], [1.24, 0.78, -3.40], [7.75, 1.99, -0.61], [-9.40, 0.46, -3.43], [11.70, 0.60, 5.19], [1.19, -0.77, -4.16], [-2.04, 1.57, -3.10], [8.37, 5.79, 9.43], [-1.15, -1.02, -4.03], [-10.06, -6.81, -4.39], [8.57, -1.58, 4.70], [10.38, 5.68, 9.65], [5.34, -0.66, 0.71], [-11.46, 3.72, -3.16], [-9.90, 0.46, -1.73], [9.79, 2.99, 5.37], [11.46, 4.35, 10.07], [7.72, 1.84, 1.16], [11.90, 2.02, 6.23], [7.47, 0.42, 0.15], [-11.54, -7.55, -3.80], [-9.37, 2.05, -4.67], [10.28, -1.31, 4.33], [-9.50, 3.79, -4.66], [1.08, -1.97, -2.20], [-3.19, -2.78, -1.53], [-0.82, 0.54, -4.74], [-6.83, -8.25, -4.05], [5.27, 1.32, 1.07], [1.85, -0.51, -1.61], [-11.41, 1.96, -3.12], [-11.77, 2.79, -4.64], [-5.94, -0.51, -1.74], [9.72, 6.48, 7.38], [-4.09, -2.00, -3.44], [9.47, 1.45, 6.12], [-8.29, -0.11, -2.20], [-8.24, -7.58, -4.83], [11.95, 2.19, 4.46], [11.54, 5.07, 8.45], [0.14, -0.77, -1.33], [7.09, 5.27, 8.36], [4.33, -1.70, -0.29], [8.39, 5.94, 6.36], [-8.25, -5.72, -3.09], [-1.13, 0.79, -1.81], [6.03, -1.45, -0.72], [-10.67, -6.40, -2.78]]
}

=====

[2]
{
  "formula": "C20H20BrCrNO2S5",
  "method": "the ωB97M-V functional and the def2-TZVPD basis",
  "gap_ev": [6.80, 7.40],
  "total_charge": 1,
  "s_squared": 0.762,
  "energy_ha": -6588.63734,
  "multiplicity": 2,
  "elements": ["Br", "Cr", "S", "S", "S", "S", "S", "O", "O", "N", "C", "C", "C", "C", "C", "C", "C", "C", "C", "C", "C", "C", "C", "C", "C", "C", "C", "C", "C", "C", "H", "H", "H", "H", "H", "H", "H", "H", "H", "H", "H", "H", "H", "H", "H", "H", "H", "H", "H", "H"],
  "xyz": [[-4.18, 6.92, -2.08], [-0.02, -0.25, -0.58], [-0.43, -2.63, -0.53], [0.02, -0.49, -2.96], [-2.94, -1.20, 1.63], [3.08, -0.64, -3.39], [0.51, -0.56, 1.82], [0.05, 1.70, -0.64], [-1.83, 0.64, -0.63], [1.88, -0.49, -1.13], [5.19, -0.25, 0.54], [-1.94, 3.00, -1.08], [6.00, -0.38, -0.59], [-3.97, 4.27, -1.13], [-1.90, 5.24, -1.93], [3.81, -0.27, 0.44], [4.05, -0.53, -1.95], [-3.27, 5.33, -1.67], [-2.24, -2.88, -0.54], [-1.91, -1.47, 3.08], [1.08, -2.27, 1.76], [5.44, -0.51, -1.85], [3.24, -0.43, -0.82], [1.66, -0.55, -2.45], [-1.23, 4.07, -1.62], [-0.70, -0.54, 3.16], [0.16, -3.26, 1.06], [-2.98, -2.80, 0.79], [-3.30, 3.09, -0.84], [-1.24, 1.75, -0.77], [7.08, -0.36, -0.49], [-2.69, -3.59, 1.48], [-0.70, -3.52, 1.67], [-2.59, -2.12, -1.23], [-4.03, -2.99, 0.55], [-0.12, -0.75, 4.06], [1.28, -2.59, 2.79], [-2.52, -1.26, 3.96], [2.04, -2.22, 1.25], [0.71, -4.18, 0.86], [5.65, -0.12, 1.51], [-3.84, 2.24, -0.42], [-5.03, 4.36, -0.94], [-1.01, 0.50, 3.22], [-1.38, 6.08, -2.36], [3.19, -0.13, 1.32], [-0.17, 3.98, -1.80], [-1.62, -2.51, 3.16], [6.06, -0.60, -2.73], [-2.41, -3.86, -1.00]]
}

=====

[3]
{
  "formula": "C28H43Cl2F5N2O3",
  "method": "the ωB97M-V functional and the def2-TZVPD basis",
  "gap_ev": [7.39, 8.06],
  "total_charge": 1,
  "s_squared": 0.754,
  "energy_ha": -2847.22006,
  "multiplicity": 2,
  "elements": ["Cl", "Cl", "F", "F", "F", "F", "F", "O", "O", "O", "N", "N", "C", "C", "C", "C", "C", "C", "C", "C", "C", "C", "C", "C", "C", "C", "C", "C", "C", "C", "C", "C", "C", "C", "C", "C", "C", "C", "C", "C", "H", "H", "H", "H", "H", "H", "H", "H", "H", "H", "H", "H", "H", "H", "H", "H", "H", "H", "H", "H", "H", "H", "H", "H", "H", "H", "H", "H", "H", "H", "H", "H", "H", "H", "H", "H", "H", "H", "H", "H", "H", "H", "H"],
  "xyz": [[3.79, 1.12, -1.77], [4.42, -1.61, -1.99], [0.90, 2.29, 1.55], [6.91, 4.95, -0.79], [1.32, 2.51, -0.59], [5.84, 6.86, -0.18], [5.07, 5.59, -1.80], [-0.17, -3.07, 0.83], [-0.89, -1.27, -0.32], [-5.36, -1.25, -4.56], [-5.47, -1.82, -3.37], [2.27, 0.61, 0.51], [3.98, -2.44, 3.26], [4.83, 4.80, 0.47], [5.02, 5.11, 1.87], [-7.21, -2.59, -1.81], [-4.31, -1.37, -2.55], [-7.93, -1.68, -3.94], [1.89, 2.05, 0.59], [-5.79, 0.37, -1.42], [-0.93, -2.16, 0.79], [3.83, 3.82, 0.05], [-6.84, -1.52, -2.86], [1.26, -0.14, -0.37], [2.19, -0.15, 1.84], [3.34, -1.16, 3.90], [3.63, 0.39, -0.10], [-2.98, -1.59, -3.29], [4.13, -1.14, -0.22], [2.98, 3.08, 0.97], [-4.46, 0.10, -2.12], [3.16, 3.43, 2.40], [1.95, -1.44, 4.60], [5.57, -1.36, 0.46], [-6.97, -0.10, -2.28], [3.31, 0.11, 2.91], [-0.26, -0.02, 0.06], [-4.14, -2.22, -1.27], [5.71, 5.55, -0.57], [4.15, 4.41, 2.82], [5.57, -2.37, 0.93], [-4.82, -1.96, -0.46], [4.46, 0.90, 0.46], [2.96, 0.94, 3.58], [5.77, 5.88, 2.16], [-1.74, -1.97, 1.56], [2.09, -1.33, 5.71], [6.34, -1.39, -0.36], [1.22, 0.05, 2.37], [4.35, 0.22, 2.56], [-2.94, -1.12, -4.27], [4.28, 4.67, 3.90], [-8.92, -1.65, -3.49], [-5.89, 1.44, -1.23], [1.64, -2.51, 4.46], [-4.25, -3.29, -1.48], [3.43, -2.82, 2.34], [-7.90, -0.88, -4.68], [-4.38, 0.76, -3.00], [-8.26, -2.51, -1.53], [2.55, 3.00, 3.21], [-6.66, -2.51, -0.87], [1.30, 0.17, -1.44], [2.14, -1.26, 1.68], [-5.83, -0.11, -0.44], [-3.14, -2.08, -0.85], [-0.73, 0.75, -0.61], [3.74, 3.67, -1.04], [-3.64, 0.38, -1.45], [-0.49, 0.28, 1.10], [-2.14, -1.18, -2.71], [3.44, -1.93, 0.14], [-2.79, -2.66, -3.43], [1.46, -1.25, -0.37], [3.85, -3.27, 4.02], [-7.83, -2.63, -4.47], [-7.06, -3.60, -2.21], [4.04, -0.84, 4.72], [1.12, -0.73, 4.33], [-7.89, -0.03, -1.68], [5.87, -0.53, 1.13], [5.08, -2.36, 3.09], [-7.09, 0.62, -3.10]]
}